Arrangement a

ORCA calculation (ωB97M-V with the def2-TZVPD basis set) on 6 unconnected molecules or ions with the total composition CH13O5S.

## Properties
spin multiplicity = 1
HOMO = -4.06 eV
net charge = -1

CARTESIAN COORDINATES (ANGSTROEM)
S: -0.482 -0.025 -0.527
O: -1.116 -3.507 -1.514
O: 2.270 -1.293 -0.036
O: -0.913 3.126 -0.073
O: -0.023 5.013 -2.304
O: 1.288 -3.729 1.459
C: -0.929 -0.027 1.351
H: -1.965 -0.479 1.575
H: -0.689 3.286 0.835
H: -0.733 -2.631 -1.321
H: -0.823 -3.962 -0.664
H: -0.640 2.187 -0.436
H: 0.745 -2.989 1.694
H: -0.182 -0.714 1.814
H: -1.104 0.969 1.726
H: -0.694 4.319 -2.394
H: 1.661 -3.427 0.619
H: 2.937 -0.579 -0.160
H: 1.455 -0.784 -0.328
H: -0.062 5.247 -1.317

=====

Arrangement b

ORCA calculation (ωB97M-V with the def2-TZVPD basis set) on 6 unconnected molecules or ions with the total composition CH13O5S.

## Properties
spin multiplicity = 1
HOMO = -4.09 eV
net charge = -1

CARTESIAN COORDINATES (ANGSTROEM)
S: -0.677 1.143 -1.403
O: 1.728 0.243 0.109
O: 1.101 -0.404 2.996
O: 0.251 -2.734 1.013
O: 0.211 -1.889 -2.185
O: -1.624 -0.046 1.556
C: -0.622 2.932 -1.062
H: -1.282 0.445 0.784
H: 0.900 0.526 -0.386
H: 0.750 -2.415 1.774
H: 0.179 3.121 -0.360
H: -1.528 3.281 -0.576
H: 2.254 1.048 0.076
H: -0.594 -1.411 -1.946
H: -0.306 3.512 -1.926
H: 0.790 -1.112 -2.244
H: 0.613 -2.113 0.357
H: -1.743 -0.922 1.170
H: 1.408 -0.253 2.085
H: 0.259 0.073 2.948

=====

Arrangement c

ORCA calculation (ωB97M-V with the def2-TZVPD basis set) on 6 unconnected molecules or ions with the total composition CH13O5S.

## Properties
spin multiplicity = 1
HOMO = -4.33 eV
net charge = -1

CARTESIAN COORDINATES (ANGSTROEM)
S: -0.030 -0.996 0.759
O: 2.747 0.407 0.280
O: -1.494 -0.369 -3.452
O: -0.837 2.224 0.243
O: 1.716 3.343 -0.234
O: -0.503 -3.210 -1.543
C: -0.475 -0.900 2.588
H: 0.294 -1.035 3.436
H: 1.807 0.017 0.484
H: -0.830 0.163 2.553
H: -1.310 -1.484 2.993
H: -1.051 -3.989 -1.406
H: -1.500 2.118 -0.396
H: -0.377 -2.523 -0.718
H: 1.775 2.539 0.315
H: -0.698 1.328 0.576
H: 2.958 0.106 -0.651
H: -1.565 0.178 -2.684
H: -1.339 -1.230 -3.026
H: 0.713 3.313 -0.114

=====

Arrangement d

ORCA calculation (ωB97M-V with the def2-TZVPD basis set) on 6 unconnected molecules or ions with the total composition CH13O5S.

## Properties
spin multiplicity = 1
HOMO = -4.14 eV
net charge = -1

CARTESIAN COORDINATES (ANGSTROEM)
S: -1.201 -0.766 0.415
O: 0.108 -3.319 -1.332
O: 1.909 -0.126 -3.345
O: 1.538 2.879 1.624
O: 1.177 0.240 2.368
O: 0.010 1.743 -1.288
C: -2.815 -0.087 1.165
H: 1.015 2.904 0.819
H: 1.858 -0.726 -2.589
H: 0.552 -3.397 -0.479
H: -3.142 0.645 0.414
H: -0.294 2.529 -0.830
H: -2.605 0.423 2.112
H: 1.609 -0.598 2.558
H: -3.667 -0.676 1.508
H: 1.232 0.528 -3.117
H: 0.473 -0.115 1.726
H: -0.251 1.028 -0.662
H: -0.639 -2.744 -1.089
H: 1.716 1.925 1.724

=====

Stability, lowest: arrangement c

=====

Arrangement a

ORCA calculation (ωB97M-V with the def2-TZVPD basis set) on 3 unconnected molecules or ions with the total composition C3H14NO2.

## Properties
spin multiplicity = 1
HOMO = -15.04 eV
net charge = +1

CARTESIAN COORDINATES (ANGSTROEM)
O: -0.449 1.985 0.114
O: -0.501 3.946 2.224
N: -0.588 -0.475 -0.764
C: -0.505 -2.946 -0.560
C: 0.303 -1.656 -0.072
C: 1.723 -1.095 -0.534
H: 0.337 -3.699 -0.508
H: 1.879 -1.001 -1.627
H: 2.475 -1.267 0.269
H: 0.069 -1.384 0.942
H: -0.609 2.670 -0.554
H: -0.374 0.504 -0.383
H: -1.654 -0.545 -0.635
H: -0.937 -2.751 -1.556
H: 0.276 3.913 2.781
H: -0.412 4.889 1.828
H: -0.914 2.454 0.898
H: 1.659 0.003 -0.257
H: -0.533 -0.371 -1.800
H: -1.247 -3.173 0.194

=====

Arrangement b

ORCA calculation (ωB97M-V with the def2-TZVPD basis set) on 3 unconnected molecules or ions with the total composition C3H14NO2.

## Properties
spin multiplicity = 1
HOMO = -15.66 eV
net charge = +1

CARTESIAN COORDINATES (ANGSTROEM)
O: -1.401 2.502 0.401
O: -2.670 -0.554 -1.773
N: -0.390 0.370 -0.645
C: 1.630 -1.399 1.457
C: 1.790 -0.150 0.604
C: 1.003 -0.242 -0.735
H: -2.033 1.993 0.933
H: -0.474 1.383 -0.745
H: 1.603 0.272 -1.501
H: 2.861 0.081 0.472
H: -2.741 -1.508 -1.940
H: 1.416 0.705 1.185
H: -3.577 -0.226 -1.799
H: -1.131 -0.022 -1.272
H: 2.422 -1.481 2.211
H: 1.674 -2.292 0.853
H: -0.906 3.108 0.960
H: -0.642 0.099 0.300
H: 0.668 -1.360 2.038
H: 0.898 -1.279 -1.006

=====

Stability, lowest: arrangement a

=====

Arrangement a

ORCA calculation (ωB97M-V with the def2-TZVPD basis set) on 2 unconnected molecules or ions with the total composition C5H7BrN2.

## Properties
spin multiplicity = 1
HOMO (alpha / beta) = -8.19 / -8.19 eV
net charge = 0

CARTESIAN COORDINATES (ANGSTROEM)
Br: 0.138 2.121 -1.271
N: 0.183 -0.683 -1.943
N: -0.745 0.498 1.325
C: 0.707 -1.491 1.139
C: -0.723 1.748 1.562
C: 0.731 0.238 -1.182
C: -0.763 -0.531 -2.772
C: 0.147 -0.330 0.920
H: -1.192 0.444 -3.011
H: 0.172 2.361 1.598
H: 0.529 -2.024 2.062
H: -1.662 2.206 1.836
H: -1.141 -1.398 -3.285
H: 1.371 -1.955 0.438
H: 1.793 0.192 -1.006

=====

Arrangement b

ORCA calculation (ωB97M-V with the def2-TZVPD basis set) on a molecular structure, C5H7BrN2.

## Properties
spin multiplicity = 1
HOMO = -8.98 eV
net charge = 0

CARTESIAN COORDINATES (ANGSTROEM)
Br: 0.616 2.198 -1.510
N: -0.412 -1.349 0.794
N: 1.453 -0.838 -0.329
C: -0.842 1.097 -0.740
C: -1.634 1.991 0.088
C: 0.568 -2.367 0.953
C: 1.725 -2.015 0.327
C: 0.133 -0.526 -0.002
H: 0.325 -3.177 1.518
H: -1.738 2.982 -0.437
H: 2.167 -0.308 -0.826
H: -1.327 0.678 -1.606
H: -2.580 1.602 0.486
H: 2.667 -2.409 0.273
H: -1.120 2.442 1.012

=====

Stability, lowest: arrangement a

=====

Arrangement a

ORCA calculation (ωB97M-V with the def2-TZVPD basis set) on 11 unconnected molecules or ions with the total composition C15H52N4O11.

## Properties
spin multiplicity = 1
HOMO = -8.64 eV
structure (SMILES) = NC(N)=O.NC(N)=O.CCO.CCO.CCO.CCO.CO.CO.CO.CO.CO
net charge = 0

CARTESIAN COORDINATES (ANGSTROEM)
O: 19.667 0.397 -12.347
O: 21.926 -3.122 -11.014
O: 22.020 -4.037 -8.253
O: 19.909 3.008 -6.534
O: 23.390 0.005 -8.970
O: 22.376 4.473 -4.951
O: 19.000 -0.708 -7.625
O: 17.199 2.468 -10.636
O: 23.248 1.488 -4.691
O: 21.848 3.477 -9.378
O: 21.537 -0.442 -5.335
N: 21.476 0.985 -8.127
N: 21.621 -1.168 -8.069
N: 19.235 1.510 -9.838
N: 18.203 2.859 -8.549
C: 23.294 -2.617 -11.230
C: 23.322 -4.484 -8.026
C: 22.739 4.416 -9.888
C: 22.405 4.972 -6.269
C: 21.551 -1.658 -4.568
C: 19.653 2.090 -5.478
C: 24.018 1.850 -5.877
C: 18.151 2.222 -9.681
C: 24.751 0.559 -6.383
C: 18.345 -1.813 -6.998
C: 24.181 4.053 -9.458
C: 22.178 -0.057 -8.362
C: 22.001 0.829 -12.001
C: 20.887 -0.210 -11.960
C: 24.180 -3.470 -7.323
H: 18.990 2.798 -7.893
H: 21.639 -3.693 -11.689
H: 23.229 -5.382 -7.430
H: 23.465 5.275 -6.350
H: 23.890 -3.408 -11.472
H: 23.258 -1.868 -11.949
H: 24.016 -0.269 -6.388
H: 25.636 0.351 -5.793
H: 21.781 5.856 -6.235
H: 22.559 0.925 -5.020
H: 24.671 2.664 -5.521
H: 18.479 -0.310 -8.291
H: 23.297 2.385 -6.569
H: 24.535 3.037 -9.790
H: 19.049 -2.558 -6.571
H: 20.687 -2.167 -4.902
H: 22.095 -1.996 -8.420
H: 23.575 -2.969 -6.510
H: 21.445 -0.680 -6.283
H: 19.013 2.616 -4.792
H: 22.506 5.413 -9.491
H: 22.711 4.631 -10.911
H: 22.141 4.288 -7.098
H: 23.812 -4.840 -8.900
H: 19.396 0.983 -10.738
H: 17.364 3.525 -8.380
H: 17.843 -2.257 -7.730
H: 20.025 3.928 -6.233
H: 20.949 -0.621 -10.945
H: 24.875 4.793 -9.805
H: 22.499 -2.129 -4.766
H: 22.077 1.186 -13.039
H: 21.902 1.572 -11.193
H: 20.054 1.553 -9.277
H: 21.893 -3.825 -9.202
H: 21.016 3.792 -9.716
H: 19.132 1.219 -5.826
H: 20.827 1.103 -7.315
H: 19.464 0.334 -13.314
H: 17.648 -1.510 -6.193
H: 21.205 -1.032 -12.609
H: 23.000 0.390 -11.862
H: 21.657 -1.437 -3.512
H: 22.438 3.554 -4.991
H: 25.176 0.695 -7.355
H: 25.085 -4.016 -7.071
H: 24.542 -2.605 -7.929
H: 21.896 1.823 -8.528
H: 23.769 -2.153 -10.323
H: 20.547 1.707 -4.946
H: 20.615 -1.201 -7.880
H: 24.288 4.184 -8.344

=====

Arrangement b

ORCA calculation (ωB97M-V with the def2-TZVPD basis set) on 11 unconnected molecules or ions with the total composition C15H52N4O11.

## Properties
spin multiplicity = 1
HOMO = -9.17 eV
structure (SMILES) = NC(N)=O.NC(N)=O.CCO.CCO.CCO.CCO.CO.CO.CO.CO.CO
net charge = 0

CARTESIAN COORDINATES (ANGSTROEM)
O: -2.487 3.208 3.136
O: 4.530 2.443 -1.443
O: 0.320 3.933 -0.092
O: -4.773 1.307 0.102
O: 0.265 0.733 1.764
O: -3.470 -0.604 1.155
O: 1.607 -1.343 4.809
O: 0.699 -0.640 -3.619
O: 2.792 -2.265 -2.747
O: -1.264 -0.353 -0.522
O: 2.643 -3.286 0.503
N: 2.035 0.843 3.382
N: -1.180 0.708 -3.165
N: -0.490 0.600 -5.223
N: 1.668 2.596 2.098
C: 0.513 -3.050 3.683
C: 3.193 2.210 -1.286
C: -2.862 -1.134 2.336
C: -0.350 0.170 -4.016
C: -1.390 -2.593 -1.516
C: 2.190 -3.415 -3.160
C: -4.278 0.679 -2.322
C: -0.115 2.966 -0.994
C: -0.554 -1.540 -0.713
C: 2.837 0.760 -0.791
C: 1.354 1.352 2.388
C: -3.955 1.457 -1.075
C: 2.835 -2.025 0.947
C: -2.753 2.756 1.859
C: 1.731 -2.695 4.517
H: -5.334 0.750 -2.521
H: -3.336 -0.759 3.233
H: 3.434 0.147 -1.420
H: 2.673 2.906 -0.610
H: -0.870 -3.508 -1.465
H: 1.790 0.574 -0.907
H: -2.028 3.173 1.147
H: 2.559 2.379 -2.171
H: 1.966 -1.414 0.788
H: -3.806 2.841 1.586
H: -2.530 1.683 1.770
H: 1.794 -0.049 3.821
H: -1.106 0.353 -2.212
H: -0.825 0.243 0.060
H: 1.997 -1.198 5.728
H: 1.372 -3.129 -3.830
H: -2.268 -2.748 -1.007
H: -1.337 1.064 -5.573
H: -1.560 -2.250 -2.553
H: -0.416 -2.479 3.959
H: 0.254 1.946 -0.872
H: 2.159 -1.619 -2.787
H: 0.053 4.794 -0.437
H: 0.387 3.215 -1.965
H: -2.882 1.360 -0.873
H: 2.564 -2.929 3.853
H: 0.393 -1.326 -1.236
H: -1.153 2.965 -1.104
H: -1.787 -1.015 2.240
H: 3.566 -1.544 0.261
H: 3.160 -1.892 1.982
H: -4.015 2.466 -1.367
H: -2.978 -2.162 2.521
H: 0.781 -2.639 2.718
H: -3.858 -0.303 -2.128
H: 1.084 2.985 1.342
H: -3.705 1.163 -3.152
H: 4.573 3.184 -2.023
H: 3.146 0.583 0.253
H: 3.451 -3.655 0.181
H: 0.321 -4.078 3.549
H: 2.912 -4.090 -3.562
H: -4.352 0.707 0.730
H: 2.603 1.363 4.099
H: 2.595 2.925 2.306
H: -1.680 1.621 -3.281
H: 1.779 -3.823 -2.335
H: 0.151 0.056 -5.853
H: 1.689 -3.346 5.381
H: -2.939 -0.637 0.419
H: -0.228 -1.911 0.250
H: -1.517 3.308 3.095

=====

Stability, lowest: arrangement b

=====

Arrangement a

ORCA calculation (ωB97M-V with the def2-TZVPD basis set) on 2 unconnected molecules or ions with the total composition CH2Cl3ISi.

## Properties
spin multiplicity = 1
HOMO (alpha / beta) = -8.92 / -10.07 eV
net charge = 0

CARTESIAN COORDINATES (ANGSTROEM)
I: -0.190 -2.735 -0.397
Cl: -2.401 0.847 0.803
Cl: 0.539 2.319 0.392
Cl: -0.932 0.734 -2.144
Si: -0.557 0.722 -0.045
C: 0.264 -0.972 0.458
H: 2.215 0.022 -0.222
H: 1.061 -0.937 1.155

=====

Arrangement b

ORCA calculation (ωB97M-V with the def2-TZVPD basis set) on 2 unconnected molecules or ions with the total composition CH2Cl3ISi.

## Properties
spin multiplicity = 1
HOMO = -9.72 eV
net charge = 0

CARTESIAN COORDINATES (ANGSTROEM)
I: -1.237 -0.518 2.128
Cl: -0.040 -1.733 -2.643
Cl: -2.749 -3.062 -0.962
Cl: 0.421 -3.144 0.117
Si: -0.922 -2.114 -0.834
C: -1.092 -0.442 -0.079
H: 0.269 0.284 -0.272
H: -1.888 0.074 -0.365

=====

Stability, lowest: arrangement a

=====

Arrangement a

ORCA calculation (ωB97M-V with the def2-TZVPD basis set) on 2 unconnected molecules or ions with the total composition C4H8ClN2.

## Properties
spin multiplicity = 1
HOMO (alpha / beta) = -14.03 / -14.08 eV
net charge = +1

CARTESIAN COORDINATES (ANGSTROEM)
Cl: -0.844 -0.843 -1.654
N: 1.796 0.615 -1.269
N: 2.799 0.251 0.695
C: -0.624 0.005 0.922
C: -2.906 -0.370 0.205
C: -1.438 -0.327 -0.101
C: 1.768 0.296 -0.048
H: -0.778 0.350 1.865
H: 2.703 -0.166 1.628
H: 3.769 0.040 0.497
H: 0.985 0.407 -1.963
H: -3.064 -1.412 0.563
H: 2.589 1.044 -1.641
H: -3.614 -0.212 -0.703
H: -3.142 0.321 1.002

=====

Arrangement b

ORCA calculation (ωB97M-V with the def2-TZVPD basis set) on a gas-phase ion, C4H8ClN2 (charge +1).

## Properties
spin multiplicity = 1
HOMO = -14.88 eV
structure (SMILES) = C[N@@H+]1CN=C(Cl)C1
net charge = +1

CARTESIAN COORDINATES (ANGSTROEM)
Cl: 4.195 -0.401 -0.012
N: 0.232 0.093 0.355
N: 2.176 1.375 -0.011
C: 0.761 1.454 -0.007
C: 2.594 0.173 -0.081
C: -1.101 -0.308 -0.161
C: 1.287 -0.895 -0.011
H: -1.418 -0.421 -1.281
H: 1.056 -1.197 -1.030
H: -1.465 -1.322 0.273
H: 0.244 -0.025 1.439
H: 0.462 1.625 -1.041
H: -1.904 0.427 0.028
H: 1.604 -1.712 0.691
H: 0.406 2.379 0.576

=====

Stability, lowest: arrangement a